1.
DFT (ωB97M-V/def2-TZVPD) results for 2 unconnected molecules or ions with the total composition FH3OSi at a distorted geometry.

Geometry as XYZ:
```
6
Properties=species:S:1:pos:R:3:mulliken_charge:R:1
O -1.567 -0.953 0.287 -0.77
F 1.267 0.119 -1.486 -0.24
Si 0.763 0.207 0.080 0.77
H -1.916 -0.199 -0.164 0.25
H 0.035 1.430 0.218 -0.02
H 1.419 -0.605 1.065 0.01
```

E_HOMO	-9.47	eV
LUMO energy	-0.8	eV
relative energy (zero: lowest compared OMol25 entry of this formula, charge and spin)	397.4	kJ/mol

2.
DFT (ωB97M-V/def2-TZVPD) results for a molecular structure, C2Na2O4 at a distorted geometry.

Geometry as XYZ:
```
8
Properties=species:S:1:pos:R:3:mulliken_charge:R:1
O 1.172 -1.275 0.038 -0.77
C 0.075 -0.758 -0.253 0.51
O -1.022 -1.369 -0.352 -0.82
Na -2.869 -0.327 0.486 0.99
Na 2.861 0.195 0.117 1.02
O -1.200 1.249 0.107 -0.77
O 1.023 1.466 -0.028 -0.81
C -0.040 0.819 -0.117 0.64
```

E_HOMO	-7.89	eV
LUMO energy	-0.5	eV
relative energy (zero: lowest compared OMol25 entry of this formula, charge and spin)	0.0	kJ/mol

3.
DFT (ωB97M-V/def2-TZVPD) results for 2 unconnected molecules or ions with the total composition C6H8N2O2 at a distorted geometry.

Geometry as XYZ:
```
18
Properties=species:S:1:pos:R:3:mulliken_charge:R:1
C -1.898 0.838 1.675 -0.45
C -1.945 -0.316 1.025 -0.27
C -0.853 1.612 0.689 0.59
C -1.014 -1.375 -0.895 -0.34
C 2.102 0.475 0.155 -0.84
C 2.252 -0.557 -0.754 -0.12
N -1.246 -0.317 -0.178 0.58
N -0.677 0.850 -0.422 -0.73
O -0.364 2.715 0.979 -0.62
O 1.960 -0.595 -2.038 -0.53
H -2.384 1.145 2.645 0.35
H -2.457 -1.268 1.196 0.29
H -0.281 -1.242 -1.558 0.42
H -1.397 -2.340 -0.644 0.20
H 2.410 0.222 1.112 0.34
H 1.658 1.335 -0.329 0.33
H 2.605 -1.497 -0.408 0.41
H 1.531 0.319 -2.250 0.37
```

E_HOMO (spin up / spin down)	-8.51 / -8.51	eV
LUMO energy (spin up / spin down)	-0.9 / -0.9	eV
relative energy (zero: lowest compared OMol25 entry of this formula, charge and spin)	470.0	kJ/mol

4.
DFT (ωB97M-V/def2-TZVPD) results for a molecular structure, C4H12ClCoN4O12 at a distorted geometry.

Geometry as XYZ:
```
34
Properties=species:S:1:pos:R:3:mulliken_charge:R:1
Co 4.324 -8.932 -13.510 1.38
Cl 7.001 -8.209 -15.499 1.62
O 5.824 -8.972 -15.209 -0.50
O 7.412 -8.652 -16.810 -0.44
O 6.556 -6.829 -15.523 -0.56
O 8.040 -8.495 -14.532 -0.53
C 4.886 -5.513 -18.770 -0.67
N 5.514 -5.860 -20.006 0.85
O 5.527 -5.000 -20.895 -0.50
O 6.167 -6.891 -20.040 -0.48
H 3.816 -5.459 -18.974 0.31
H 5.261 -4.533 -18.475 0.31
H 5.028 -6.268 -17.998 0.18
C 6.715 -12.452 -16.781 -0.61
N 7.344 -13.226 -15.664 0.87
O 7.874 -14.274 -16.010 -0.48
O 7.237 -12.869 -14.476 -0.55
H 5.686 -12.504 -16.423 0.26
H 6.757 -13.128 -17.635 0.35
H 7.141 -11.457 -16.911 0.17
C 8.687 -9.561 -20.136 -0.51
N 10.070 -9.411 -19.607 0.83
O 10.704 -10.470 -19.501 -0.51
O 10.400 -8.289 -19.170 -0.50
H 8.036 -9.357 -19.286 0.12
H 8.616 -10.604 -20.447 0.29
H 8.712 -8.868 -20.977 0.30
C 9.680 -5.902 -12.346 -0.52
N 9.137 -5.653 -10.994 0.79
O 7.927 -5.939 -10.705 -0.54
O 9.901 -5.283 -10.117 -0.46
H 10.626 -6.418 -12.509 0.30
H 9.912 -4.883 -12.653 0.31
H 8.874 -6.275 -12.978 0.12
```

E_HOMO (spin up / spin down)	-12.78 / -12.78	eV
LUMO energy (spin up / spin down)	-9.8 / -10.5	eV
charge	+1
multiplicity	4